[1]
One molecule with the formula C5H8O2, computed with wB97M-V/def2-TZVPD.

```
15
Properties=species:S:1:pos:R:3:forces:R:3:lowdin_charge:R:1
C 0.9462 -1.5112 -1.2158 -0.069 -0.286 -0.129 -0.0884
C 0.5257 -0.6727 -0.0440 -0.221 0.013 -0.143 -0.0978
C -0.5969 0.0749 -0.0801 0.360 -0.136 -0.058 -0.3522
O -1.7460 -0.3673 -0.6830 0.076 -0.101 -0.313 0.0436
C -0.6737 1.5291 0.3530 -0.017 -0.079 0.148 -0.0798
C 0.0301 1.3893 1.6598 0.381 0.038 0.152 -0.2876
O 1.2388 1.3300 1.7050 -0.417 0.608 0.559 0.0312
H 0.4803 -1.1212 -2.1275 -0.090 -0.313 0.123 0.0791
H 2.0271 -1.3548 -1.3421 -0.243 -0.191 0.095 0.0807
H 0.7690 -2.5854 -1.1364 0.020 -0.046 -0.058 0.0685
H 1.2496 -0.5738 0.7547 0.046 0.565 -0.429 0.0954
H -1.8254 -1.2963 -0.4245 -0.032 0.174 -0.430 0.1181
H -1.7106 1.8719 0.4004 0.163 -0.153 0.224 0.1210
H -0.1037 2.1575 -0.3474 -0.130 -0.244 0.242 0.1345
H -0.6105 1.1301 2.5281 0.173 0.151 0.017 0.1337
```
Forces are in eV/Å.

Properties
structure (SMILES): C/C=C(\O)CC=O
gap between HOMO and LUMO: 9.163 eV
energy: -9407.697 eV
energy relative to the best compared isomer or geometry (same formula, charge and spin): 206.0 kJ/mol
charge: 0

---

[2]
A 2-piece molecular cluster, CH2INO4 overall in a non-equilibrium geometry, computed with wB97M-V/def2-TZVPD.

```
9
Properties=species:S:1:pos:R:3:forces:R:3:lowdin_charge:R:1
O -1.2568 -2.1927 -1.6696 -0.118 1.080 -0.411 0.0674
C -0.9366 -2.3120 -0.5217 -0.247 -1.813 -1.982 -0.4264
O -0.8398 -1.4260 0.4253 0.294 1.920 0.899 0.0676
N -0.6978 0.2273 0.0087 0.829 -0.721 0.246 -0.2809
O 0.1955 0.6503 0.6104 1.248 -0.427 1.372 0.1403
O -1.4087 0.7229 -0.7440 -2.110 -0.572 -1.359 0.2318
H -0.6786 -3.3608 -0.2631 0.086 0.515 1.238 0.1501
I 2.2510 3.4845 1.4213 -2.024 -1.309 1.242 0.4942
H 3.3718 4.2064 0.7328 2.042 1.328 -1.245 -0.4443
```
Forces are in eV/Å.

Properties
structure (SMILES): O=CO[N+](=O)[O-].I
gap between HOMO and LUMO: 9.040 eV
energy: -18844.802 eV
energy relative to the best compared isomer or geometry (same formula, charge and spin): 63.2 kJ/mol
charge: 0

---

[3]
A 4-piece molecular cluster, C45H91BBrFN3O7S overall in a non-equilibrium geometry, computed with wB97M-V/def2-TZVPD.

```
150
Properties=species:S:1:pos:R:3:forces:R:3:lowdin_charge:R:1
C -6.8147 7.3435 0.3596 0.468 -0.099 -0.336 -0.0786
C -6.0701 5.9191 0.2792 0.183 -0.288 1.032 -0.2630
O -6.3744 5.1430 -0.9119 -0.244 -0.657 1.225 -0.1987
C -6.3444 3.7077 -0.6487 1.010 -0.329 -1.301 -0.1981
C -4.9658 3.2450 0.0454 -0.036 -0.821 0.517 -0.1931
C -5.1082 2.8078 1.6053 0.883 -0.675 -0.757 -0.1812
C -3.5763 2.6660 2.1751 -0.159 0.168 -0.555 -0.1891
C -3.3823 1.4574 3.2164 0.050 -0.073 -0.439 -0.1180
C -2.0353 0.5589 2.9533 -4.022 -1.464 0.893 -0.1473
N -0.8531 1.4454 2.8145 0.846 0.325 -1.922 -0.0531
N -0.6376 2.4248 3.7701 -0.528 2.162 1.527 0.1291
C 0.4923 0.7285 2.5709 1.952 -1.061 -1.491 -0.2720
C 1.2509 1.5381 1.3646 -0.531 0.364 -1.082 -0.1044
C 1.6741 3.0474 1.7313 0.798 0.350 -0.420 -0.2596
C 0.8649 4.1959 0.9158 1.392 -0.185 0.906 -0.5052
S 0.7791 5.6864 2.0838 0.133 -0.333 0.268 0.6448
N 1.3429 0.9319 3.7683 4.484 -1.973 -0.678 0.1479
C 2.5776 0.5921 3.6242 0.982 -1.102 -3.383 -0.1451
O 3.7132 0.2277 3.2128 -6.555 2.311 3.385 0.1239
C 0.2134 -0.8483 2.1950 1.042 -0.205 -0.559 -0.1795
C -0.1536 -0.9741 0.6378 -0.099 0.219 -1.304 -0.1759
C 1.1502 -1.2762 -0.3256 -1.449 0.773 -0.710 -0.1463
C 0.6279 -2.0727 -1.6619 1.476 0.302 -0.183 -0.0816
C 0.1460 -0.9867 -2.7589 -3.952 0.624 -1.591 -0.3549
O -1.0729 -0.7981 -3.0791 5.419 -1.037 2.036 0.0428
O 1.1334 -0.1778 -3.4602 -1.077 -1.041 2.502 0.0052
C -0.7151 -1.6279 3.2640 0.186 0.048 1.684 -0.4440
Br -1.5834 -3.3019 2.4717 0.328 1.344 -0.440 0.8616
B 0.3372 -2.3531 4.3347 1.110 -1.183 1.483 -0.4676
C 0.5269 -3.9970 4.4570 1.102 -0.340 0.215 -0.1097
O 1.2281 -1.6509 5.2342 -0.641 -0.339 -2.511 0.0353
C -1.8591 -0.6868 4.0116 -0.141 -0.455 -0.372 -0.2596
C -3.2492 -1.5250 4.2207 -0.771 0.116 0.596 -0.1777
C -4.3549 -0.8756 5.1998 -1.400 -0.082 0.000 -0.1636
C -5.8453 -0.9374 4.5209 0.946 0.570 2.063 -0.1587
F -6.4110 -2.2231 4.8747 0.744 1.920 -1.157 -0.0995
C -1.4671 -0.1464 5.4537 0.909 2.971 0.535 -0.1493
O -1.6289 -1.0312 6.5896 1.886 -0.226 0.223 -0.0488
C -0.6917 -0.7415 7.6354 1.201 2.751 3.110 -0.3461
C 0.3068 -1.8885 8.2195 -0.227 -0.353 -1.368 0.0111
O -0.6032 0.3963 8.1868 -0.923 -4.520 -3.046 0.0487
H -7.6376 7.3839 -0.4453 1.263 -0.035 1.372 0.0905
H -6.0543 8.1855 0.1719 -1.279 -1.233 0.161 0.0764
H -7.2606 7.5156 1.4139 0.670 -0.407 -1.850 0.0834
H -4.9096 5.9981 0.3342 -1.965 0.230 0.093 0.1221
H -6.4143 5.3019 1.1871 0.516 0.910 -1.180 0.1025
H -7.2717 3.3124 -0.1008 1.290 0.823 -0.389 0.1340
H -6.3614 3.2083 -1.6997 -0.091 1.034 1.782 0.1358
H -4.1077 4.0092 -0.0333 -1.606 -0.896 -0.114 0.1088
H -4.5874 2.2973 -0.5137 -0.619 1.560 0.938 0.1210
H -5.5948 1.7502 1.5842 0.701 1.853 0.319 0.1166
H -5.7496 3.5226 2.2310 1.043 -1.077 -0.940 0.1097
H -3.2243 3.6948 2.5884 -0.564 -1.828 -0.595 0.1275
H -2.9388 2.4571 1.2190 -0.917 0.259 1.492 0.1013
H -3.4190 1.8484 4.2926 -0.140 -0.702 -1.588 0.1132
H -4.2563 0.7217 2.9972 1.606 1.277 0.771 0.1062
H -2.3416 0.0250 1.9620 1.389 1.109 1.417 0.1840
H -0.9853 1.9603 1.9065 -0.201 -0.674 0.832 0.1602
H -1.2469 2.4203 4.5879 0.095 -0.435 -0.508 0.1136
H -0.5514 3.3812 3.3929 -0.209 -0.752 -0.018 0.0985
H 2.1631 0.9461 0.9533 -1.640 0.857 1.183 0.1336
H 0.5641 1.6671 0.4294 0.929 -0.575 1.611 0.1206
H 2.7870 3.1680 1.4276 -1.856 -0.167 0.624 0.1366
H 1.6160 3.3228 2.8394 0.052 -0.915 -1.558 0.0614
H -0.2176 3.9203 0.6609 1.581 0.436 0.213 0.0674
H 1.4949 4.5272 0.0099 -1.436 -0.694 1.224 0.0876
H 1.7529 5.4697 3.0831 -0.847 -0.256 -1.401 -0.1147
H 1.2671 -1.3449 2.2780 -1.696 0.939 -0.091 0.1512
H -0.8644 -1.8099 0.3204 0.836 1.032 1.334 0.0661
H -0.7241 -0.0186 0.2849 1.146 -1.559 0.463 0.1170
H 1.9378 -1.8835 0.2425 -1.111 0.952 -0.918 0.1252
H 1.5630 -0.2701 -0.7388 -0.239 -1.887 1.002 0.1012
H -0.1806 -2.8490 -1.4291 0.930 1.458 -0.463 0.1261
H 1.5511 -2.6701 -2.0434 -1.641 1.223 0.274 0.1371
H 1.0388 0.7288 -3.0852 -0.064 -0.740 -0.701 0.1138
H -0.4193 -4.5184 4.8585 1.366 0.726 -1.008 0.0745
H 1.3620 -4.2713 5.2237 -1.383 0.707 -1.173 0.0809
H 0.9056 -4.4610 3.4587 -1.101 0.579 1.641 0.0730
H 2.1214 -2.0428 5.0969 -0.896 0.056 0.713 0.1219
H -3.0190 -2.5315 4.7584 -0.052 1.729 -1.520 0.1262
H -3.8130 -1.6922 3.2170 1.419 0.015 1.628 0.1066
H -4.1965 0.2119 5.5003 -0.006 -1.485 -0.487 0.0923
H -4.4692 -1.4736 6.1908 0.404 1.040 -1.786 0.1375
H -6.4630 -0.1219 5.0735 0.722 -1.554 -1.199 0.1327
H -5.7992 -0.7321 3.3948 -0.415 -0.785 1.536 0.1069
H -2.1437 0.7814 5.6652 0.958 -1.593 -0.435 0.1304
H -0.3903 0.2901 5.5491 -1.707 -0.840 -0.736 0.1274
H 0.0106 -2.9378 7.8423 0.345 1.686 0.737 0.0924
H 0.4021 -1.8544 9.3585 -0.510 0.173 -1.766 0.0994
H 1.3561 -1.6811 7.7713 -1.886 -0.135 0.727 0.0918
C 1.2475 2.5736 6.8456 0.098 -0.020 -0.144 -0.1302
C 1.7559 3.5593 7.8872 -0.135 0.050 0.026 -0.2521
C 0.8933 4.8198 7.9896 0.130 0.060 0.068 -0.2172
C 0.8337 5.6760 6.7193 -0.050 -0.081 0.004 -0.2277
C 2.1855 6.1637 6.1967 -0.116 0.043 -0.001 -0.2836
C 2.9161 7.0729 7.1754 0.171 0.001 -0.066 -0.1041
H 1.2614 3.0022 5.8389 0.042 -0.006 0.015 0.0414
H 1.8792 1.6792 6.8308 -0.139 -0.001 -0.039 0.0725
H 0.2239 2.2598 7.0718 0.122 0.035 -0.016 0.0502
H 2.7946 3.8228 7.6651 -0.029 0.038 0.036 0.1020
H 1.7656 3.0634 8.8619 0.021 0.048 -0.033 0.1110
H 1.2615 5.4278 8.8225 -0.051 -0.006 -0.074 0.1054
H -0.1275 4.5291 8.2598 0.033 -0.011 0.002 0.1116
H 0.1957 6.5447 6.9204 0.058 -0.047 -0.042 0.1138
H 0.3310 5.1122 5.9242 -0.026 -0.002 0.002 0.0834
H 2.0181 6.7173 5.2659 -0.002 -0.018 0.005 0.0894
H 2.8256 5.3141 5.9368 -0.032 -0.035 0.020 0.0965
H 2.3125 7.9538 7.4108 0.046 -0.068 0.029 0.0806
H 3.8591 7.4146 6.7408 -0.069 0.028 0.102 0.0741
H 3.1507 6.5553 8.1085 -0.025 0.061 -0.048 0.0700
C 0.8686 -4.5951 -9.3410 -0.070 -0.026 -0.202 -0.1068
C 1.2040 -3.1636 -8.9459 0.061 -0.089 0.122 -0.2672
C 1.5317 -3.0132 -7.4581 0.001 0.184 -0.015 -0.2286
C 0.3896 -3.3649 -6.4985 -0.016 -0.152 -0.101 -0.2258
C -0.9008 -2.5702 -6.7009 0.031 0.000 0.095 -0.2630
C -0.7266 -1.0743 -6.4761 -0.080 0.056 -0.085 -0.1041
H -0.0214 -4.9625 -8.8236 0.069 -0.004 -0.024 0.0668
H 0.6711 -4.6542 -10.4160 0.026 -0.076 0.121 0.0735
H 1.7013 -5.2686 -9.1132 -0.087 0.029 0.007 0.0659
H 0.3765 -2.5041 -9.2246 0.042 0.018 0.045 0.1004
H 2.0697 -2.8347 -9.5283 -0.041 0.048 0.026 0.0945
H 1.8581 -1.9837 -7.2750 -0.020 -0.047 0.032 0.1017
H 2.3927 -3.6471 -7.2196 -0.010 -0.007 -0.027 0.1038
H 0.7444 -3.2119 -5.4716 -0.025 0.014 -0.019 0.0997
H 0.1620 -4.4336 -6.5808 0.040 0.057 0.012 0.1019
H -1.6517 -2.9431 -5.9961 0.020 -0.019 -0.070 0.1045
H -1.3068 -2.7465 -7.7020 0.047 -0.054 0.040 0.1001
H -0.3675 -0.8744 -5.4641 -0.024 0.047 -0.170 0.0365
H -1.6828 -0.5600 -6.6045 0.097 0.032 0.049 0.0760
H -0.0192 -0.6393 -7.1866 -0.030 -0.010 0.043 0.0705
C 4.8053 -8.0607 -11.5570 -0.194 -0.074 -0.060 -0.1152
C 5.1164 -6.6205 -11.9399 0.152 -0.050 0.048 -0.2714
C 6.4041 -6.0940 -11.3006 -0.061 0.166 -0.046 -0.2272
C 6.3977 -6.0375 -9.7690 -0.003 -0.165 -0.008 -0.2278
C 5.2784 -5.1984 -9.1523 0.113 0.013 0.046 -0.2727
C 5.3471 -3.7271 -9.5388 -0.166 0.040 0.029 -0.1068
H 4.6445 -8.1703 -10.4813 0.031 -0.014 -0.062 0.0645
H 3.8940 -8.3976 -12.0611 0.115 -0.042 0.076 0.0705
H 5.6211 -8.7283 -11.8523 -0.068 0.046 0.066 0.0764
H 4.2686 -5.9807 -11.6759 0.045 0.027 -0.007 0.0960
H 5.2189 -6.5629 -13.0275 -0.015 0.060 0.040 0.1050
H 6.6100 -5.0958 -11.7016 0.019 -0.044 0.042 0.1004
H 7.2412 -6.7236 -11.6207 -0.035 0.008 0.007 0.1095
H 7.3644 -5.6413 -9.4358 -0.071 -0.009 -0.001 0.1094
H 6.3369 -7.0554 -9.3681 0.020 0.058 -0.035 0.1010
H 5.3480 -5.2755 -8.0619 -0.036 -0.048 -0.052 0.1043
H 4.2993 -5.6046 -9.4260 0.045 -0.027 -0.008 0.0867
H 6.3004 -3.2892 -9.2299 -0.044 -0.001 -0.068 0.0768
H 4.5434 -3.1710 -9.0481 0.079 0.046 -0.050 0.0530
H 5.2355 -3.5876 -10.6169 0.032 0.025 0.064 0.0697
```
Forces are in eV/Å.

Properties
gap between HOMO and LUMO: 8.721 eV
energy: -151200.364 eV
energy relative to the best compared isomer or geometry (same formula, charge and spin): 784.8 kJ/mol
charge: +1